No. 1
Formula: C14H30N2O28S6
Source: the Open Molecules 2025 dataset
Level of theory: wB97M-V/def2-TZVPD

multiplicity: 1
HOMO: -0.3997 Eh
Kohn-Sham gap: 11.072 eV

Positions of all 80 atoms, in Å:
S: 3.971 1.911 -1.339
S: -3.756 -0.728 -3.809
S: -3.335 3.512 2.115
S: -1.379 -4.965 -1.060
S: 3.868 -1.915 1.336
S: -1.669 -0.828 2.736
O: -1.966 -2.283 3.380
O: 4.344 4.519 2.321
O: 3.511 0.390 -1.518
O: 4.038 2.173 -2.928
O: -3.281 0.480 -4.347
O: -3.589 3.095 0.760
O: 4.459 -2.330 2.524
O: -4.321 3.607 3.098
O: -2.895 -4.463 -1.445
O: -2.480 4.911 2.052
O: 5.314 1.989 -0.846
O: 0.572 0.530 -2.002
O: -0.988 -5.385 -2.546
O: 2.461 -1.393 1.745
O: -2.614 -1.473 -2.883
O: 3.858 -2.742 0.188
O: -2.898 -0.179 3.425
O: -1.946 -0.863 1.330
O: -4.716 -0.434 -2.563
O: -1.352 -6.129 -0.267
O: -0.725 -3.761 -0.623
O: 4.377 -0.454 0.984
O: -0.450 -0.324 3.306
O: 2.871 2.651 -0.747
O: -2.151 2.650 2.689
O: -4.356 -1.698 -4.655
O: 0.233 0.667 0.134
O: 2.368 4.213 1.641
N: 0.447 0.027 -0.906
N: 3.482 4.660 1.490
C: -1.034 4.583 1.794
C: 2.509 -0.122 2.461
C: -1.843 -4.694 -3.479
C: -4.056 -0.223 -1.325
C: -4.010 -1.064 3.673
C: 0.632 -1.404 -0.828
C: -0.845 3.115 2.302
C: 4.284 -0.126 -2.653
C: 3.863 0.483 1.987
C: -2.639 -0.895 -1.513
C: 3.745 5.418 0.223
C: 4.734 1.051 -3.506
C: -3.211 -4.795 -2.791
C: -3.387 -2.508 3.386
H: 4.408 6.217 0.502
H: -3.625 -5.824 -2.789
H: -0.548 5.159 2.550
H: 3.515 -0.730 -3.176
H: 2.288 -0.164 3.590
H: 4.678 0.676 2.689
H: -2.551 -1.776 -0.899
H: 5.103 -0.782 -2.294
H: -1.723 -5.191 -4.439
H: -1.552 -3.663 -3.534
H: 4.371 1.011 -4.578
H: -4.845 -0.814 2.972
H: -3.997 -4.102 -3.149
H: -4.015 0.820 -1.089
H: 5.827 1.209 -3.578
H: 3.657 1.341 1.390
H: -4.621 -0.763 -0.626
H: 4.041 4.665 -0.544
H: 1.661 -1.618 -1.007
H: 2.768 5.752 -0.135
H: -0.815 4.826 0.744
H: -0.390 2.494 1.459
H: 0.047 -1.704 -1.681
H: -3.533 -3.303 4.113
H: -1.892 -0.148 -1.349
H: -4.297 -0.907 4.719
H: -0.205 3.143 3.145
H: -3.814 -2.891 2.427
H: 0.233 -1.827 0.081
H: 1.776 0.438 1.987

***

No. 2
Formula: C14H30N5O2
Source: the Open Molecules 2025 dataset
Level of theory: wB97M-V/def2-TZVPD

multiplicity: 1
HOMO: -0.4129 Eh
total charge: +1
Kohn-Sham gap: 6.762 eV

Positions of all 51 atoms, in Å:
O: 4.337 0.433 -1.300
O: -0.534 0.718 1.676
N: 0.890 0.184 -0.084
N: 6.413 1.237 -1.018
N: -2.913 -0.453 0.135
N: -2.815 1.935 0.062
N: -4.642 0.761 -0.830
C: 0.207 -0.078 1.152
C: 7.618 1.574 -0.283
C: -5.220 -1.019 0.829
C: 1.357 1.590 -0.105
C: 0.010 -0.039 -1.246
C: -1.488 -2.196 -0.912
C: 5.278 0.660 -0.553
C: -3.751 -0.928 1.270
C: 0.530 -1.397 1.791
C: -3.450 0.767 -0.238
C: -0.298 -1.498 -1.575
C: -2.833 -1.480 -0.949
C: 5.225 0.309 0.917
C: -5.691 0.269 0.189
H: -4.855 1.710 -1.130
H: -3.010 -1.031 -1.928
H: -1.280 -2.489 0.118
H: -5.884 -1.280 1.651
H: -6.621 0.127 -0.353
H: -0.387 -1.599 -2.658
H: -1.646 -3.129 -1.461
H: 0.775 2.221 -0.782
H: 1.332 2.038 0.884
H: -5.823 1.070 0.917
H: 6.008 -0.403 1.177
H: 1.328 -1.263 2.519
H: 8.477 1.047 -0.699
H: -0.363 -1.771 2.293
H: 4.258 -0.142 1.119
H: 6.385 1.444 -2.004
H: -3.646 -0.214 2.092
H: -0.894 0.580 -1.170
H: -3.615 -2.227 -0.812
H: 2.388 1.589 -0.449
H: 5.340 1.199 1.536
H: 0.829 -2.128 1.043
H: 0.577 0.353 -2.090
H: -1.985 2.241 -0.417
H: 7.516 1.299 0.761
H: -5.316 -1.813 0.088
H: -3.168 2.502 0.817
H: 0.600 -2.057 -1.302
H: -3.364 -1.869 1.653
H: 7.812 2.646 -0.342

***

No. 3
Formula: C14H30O2
Source: the Open Molecules 2025 dataset
Level of theory: wB97M-V/def2-TZVPD

multiplicity: 1
HOMO: -0.3658 Eh
Kohn-Sham gap: 10.759 eV

Positions of all 46 atoms, in Å:
O: -2.470 -1.961 0.348
O: 4.262 -2.161 -0.813
C: 4.258 0.717 1.629
C: 4.223 0.082 0.238
C: -4.677 -0.869 -1.224
C: -3.392 1.064 -0.214
C: 4.258 -1.452 0.401
C: 0.468 0.705 -0.730
C: -4.225 -0.201 0.079
C: 1.647 0.406 0.194
C: -5.473 0.247 0.851
C: -0.862 0.669 0.019
C: 5.466 0.537 -0.541
C: 2.974 0.504 -0.556
C: -2.042 0.901 -0.923
C: -3.489 -1.221 0.972
H: -4.022 1.712 -0.828
H: -2.852 -2.441 -0.394
H: 0.447 -0.033 -1.535
H: 6.373 0.132 -0.093
H: -6.146 -0.592 1.017
H: 5.415 0.223 -1.582
H: 3.475 0.311 2.263
H: 3.364 -1.791 0.928
H: 5.135 -1.727 1.007
H: -1.849 1.819 -1.486
H: -3.832 -1.138 -1.854
H: 5.537 1.622 -0.527
H: -0.859 1.442 0.792
H: 5.216 0.522 2.107
H: 2.916 -0.131 -1.443
H: 3.106 1.535 -0.893
H: 1.521 -0.597 0.604
H: -5.197 0.660 1.819
H: -5.308 -0.188 -1.790
H: -6.011 1.010 0.294
H: 5.049 -1.908 -1.308
H: -0.967 -0.300 0.504
H: 4.125 1.794 1.555
H: -3.007 -0.700 1.803
H: 1.633 1.115 1.023
H: -5.254 -1.767 -1.010
H: -3.221 1.585 0.732
H: -2.084 0.086 -1.646
H: 0.604 1.689 -1.187
H: -4.236 -1.912 1.394

***

No. 4
Formula: C14H31BrClN4O6
Source: the Open Molecules 2025 dataset
Level of theory: wB97M-V/def2-TZVPD

multiplicity: 1
HOMO: -0.3759 Eh
total charge: +1
Kohn-Sham gap: 5.239 eV

Positions of all 57 atoms, in Å:
Br: -0.950 -4.636 8.035
Cl: -3.230 -3.207 5.798
O: -0.607 0.323 3.625
O: 2.151 1.818 -4.044
O: 0.725 4.544 -4.307
O: -1.284 -1.623 1.306
O: 2.148 3.060 -6.886
O: 0.806 0.555 0.654
N: -3.738 -4.842 5.735
N: -1.902 -7.281 7.656
N: -3.851 -7.290 6.077
N: -2.058 -5.923 7.298
C: -0.776 -1.096 3.672
C: -0.533 4.931 -3.779
C: 1.236 1.642 -5.135
C: -2.926 -8.154 6.953
C: 2.665 3.145 -3.866
C: -3.218 -5.939 6.354
C: -1.464 -0.312 0.752
C: 3.196 3.185 -7.833
C: -1.462 0.999 4.533
C: -0.301 0.129 -0.141
C: 1.916 1.701 -6.506
C: -0.313 -1.729 2.356
C: 1.633 4.118 -3.290
C: 2.044 0.409 -0.022
H: 3.478 3.046 -3.138
H: 2.859 1.150 -6.468
H: 2.066 1.032 -0.921
H: -0.188 -2.804 2.527
H: -1.151 -7.577 8.340
H: 2.942 2.653 -8.756
H: -0.011 -0.701 -0.796
H: -0.166 -1.472 4.499
H: 0.658 -1.348 2.036
H: -2.510 0.789 4.298
H: 3.114 3.520 -4.788
H: -0.420 5.785 -3.104
H: -0.611 0.981 -0.754
H: 2.142 5.010 -2.910
H: -1.000 4.090 -3.254
H: 2.213 -0.642 -0.283
H: -1.181 5.216 -4.611
H: -2.360 -0.382 0.126
H: 0.397 2.337 -5.061
H: -3.036 -9.318 7.093
H: -1.296 2.074 4.426
H: 2.843 0.725 0.653
H: -4.587 -5.032 5.120
H: 3.333 4.247 -8.057
H: -1.235 0.702 5.564
H: 4.132 2.800 -7.417
H: -1.683 0.419 1.532
H: 1.262 1.257 -7.263
H: 0.824 0.635 -5.007
H: 1.094 3.631 -2.469
H: -1.826 -1.349 3.847

***

No. 5
Formula: C14H31N5O7
Source: the Open Molecules 2025 dataset
Level of theory: wB97M-V/def2-TZVPD

multiplicity: 1
HOMO: -0.3422 Eh
Kohn-Sham gap: 9.697 eV

Positions of all 57 atoms, in Å:
O: 2.976 1.003 0.813
O: 0.300 8.132 4.821
O: 5.935 -3.887 4.516
O: -5.099 -1.092 -3.926
O: 1.328 -6.795 -0.405
O: -4.094 -0.281 -2.251
O: -2.776 6.495 -2.029
N: -4.708 5.975 -1.203
N: -0.812 6.523 3.921
N: 0.998 1.609 0.136
N: 1.873 -8.919 0.180
N: 6.614 -3.192 2.597
C: -3.799 -2.902 -4.664
C: -3.938 6.769 -1.908
C: -4.080 -1.076 -3.158
C: 1.565 -0.797 0.169
C: -5.074 -2.087 -4.958
C: 7.405 -5.450 3.415
C: 0.155 8.281 2.425
C: 6.573 -4.140 3.522
C: -4.575 8.012 -2.500
C: 1.886 0.659 0.438
C: 1.317 -7.119 1.892
C: -2.962 -2.025 -3.761
C: -0.037 7.600 3.742
C: 1.537 -7.663 0.458
H: 7.244 -3.428 1.843
H: -2.477 -2.507 -2.913
H: 1.935 -6.223 1.941
H: 0.310 -6.757 2.100
H: -5.978 -2.687 -5.063
H: 2.470 -1.405 0.181
H: -4.848 -1.368 -5.745
H: -4.241 5.086 -1.096
H: -1.360 6.086 3.193
H: -0.887 6.270 4.895
H: 1.739 -9.572 0.939
H: -0.636 8.986 2.169
H: 0.147 1.452 -0.383
H: 0.190 7.511 1.654
H: 8.033 -5.615 4.291
H: -5.716 6.031 -1.191
H: -2.318 -1.432 -4.411
H: 6.795 -6.348 3.319
H: 1.124 8.776 2.370
H: -4.885 8.670 -1.689
H: 1.287 -0.966 -0.871
H: 6.066 -2.348 2.677
H: -3.279 -3.163 -5.586
H: 0.825 -1.293 0.797
H: 1.376 2.545 0.189
H: -3.724 8.488 -2.987
H: -4.064 -3.881 -4.265
H: -5.469 7.965 -3.123
H: 8.109 -5.388 2.585
H: 1.682 -7.823 2.640
H: 2.043 -9.295 -0.742

***

No. 6
Formula: C14H32B2O4S2Sn
Source: the Open Molecules 2025 dataset
Level of theory: wB97M-V/def2-TZVPD

multiplicity: 1
HOMO: -0.3270 Eh
Kohn-Sham gap: 5.954 eV

Positions of all 55 atoms, in Å:
Sn: -1.740 -1.644 3.511
S: -0.315 3.884 -1.315
S: -4.509 0.451 1.024
O: 4.667 -2.430 -0.756
O: -3.793 -0.074 2.280
O: -0.853 3.522 0.068
O: 4.125 -0.235 -0.293
C: -1.425 2.942 -2.522
C: 0.597 -2.073 -1.283
C: 4.137 -1.566 -0.031
C: -5.086 -1.039 0.157
C: 3.488 0.517 0.711
C: 1.170 2.771 -1.503
C: 0.246 -1.038 -2.024
C: 1.036 -2.068 -3.998
C: 1.147 -3.236 -1.938
C: -3.162 0.812 -0.226
C: 0.499 -0.951 -3.436
C: 3.315 -0.437 1.822
C: 3.398 -1.817 1.211
C: 1.325 -3.215 -3.331
B: -1.182 1.331 5.199
B: -0.199 0.371 1.566
H: 1.456 -4.110 -1.384
H: -4.246 -1.689 -0.091
H: 0.980 1.698 -1.509
H: -0.178 -0.194 -1.499
H: -0.250 -0.593 1.083
H: -2.381 3.463 -2.582
H: -0.738 2.002 5.919
H: -2.699 1.771 0.006
H: -5.577 -0.845 -0.797
H: -3.580 0.752 -1.232
H: 2.423 -2.092 0.809
H: 0.099 0.273 2.598
H: 0.402 1.049 0.979
H: 1.652 -4.071 -3.902
H: 4.091 -0.233 2.560
H: -1.193 0.791 1.597
H: 0.117 -0.119 -4.008
H: 4.021 1.439 0.945
H: 3.798 -2.519 1.942
H: -2.038 1.740 4.686
H: -5.888 -1.587 0.652
H: 0.320 -2.167 -0.243
H: 1.108 -2.204 -5.067
H: -2.381 0.053 -0.190
H: -1.551 0.446 5.694
H: 1.921 2.969 -0.737
H: -1.428 1.922 -2.138
H: 2.365 -0.217 2.309
H: 1.477 2.899 -2.541
H: -0.453 1.019 4.468
H: -1.026 2.848 -3.532
H: 2.494 0.727 0.315

***

No. 7
Formula: C14H32B3FN2O16P2S
Source: the Open Molecules 2025 dataset
Level of theory: wB97M-V/def2-TZVPD

multiplicity: 1
HOMO: -0.3640 Eh
Kohn-Sham gap: 7.754 eV

Positions of all 71 atoms, in Å:
S: -0.607 4.128 1.293
P: 4.585 -2.053 5.604
P: -3.624 0.502 -4.889
F: 0.631 3.331 2.167
O: -3.177 0.237 0.731
O: 5.637 -2.213 6.713
O: -3.277 -1.077 -5.247
O: -6.188 2.410 0.867
O: 1.646 0.630 0.488
O: -3.220 2.723 1.451
O: -3.817 0.773 -6.572
O: 4.685 -0.393 5.605
O: 0.007 4.593 -0.021
O: -1.172 5.260 2.127
O: 3.339 -1.910 4.434
O: -1.508 1.844 -0.144
O: -7.941 3.452 0.819
O: -3.519 0.324 -3.365
O: -2.100 1.152 -5.024
O: 5.627 -2.385 4.361
N: -0.661 -0.302 1.097
N: -7.511 2.378 1.178
C: -1.987 -0.431 -7.730
C: 4.907 -4.537 3.511
C: 6.214 0.807 7.021
C: 6.020 -3.735 4.162
C: -5.463 1.299 1.481
C: -0.635 1.402 -3.135
C: 4.793 0.306 6.842
C: 4.270 -0.662 2.507
C: -2.752 0.860 -7.516
C: -1.642 2.080 -4.046
C: -5.356 -1.988 -6.099
C: 3.172 -0.811 3.541
C: -4.287 -2.051 -5.022
C: 0.474 0.209 0.615
B: -3.843 1.436 1.188
B: -1.763 0.568 0.558
B: -1.911 2.834 0.861
H: -1.319 -0.337 -8.593
H: -4.909 -2.058 -7.093
H: -3.804 -3.031 -5.045
H: 4.043 -4.613 4.178
H: 2.235 -1.005 3.009
H: 6.321 -4.187 5.111
H: 6.451 1.555 6.259
H: 6.944 0.002 6.902
H: 6.349 1.258 8.007
H: -2.667 -1.268 -7.908
H: -1.372 -0.680 -6.863
H: -3.225 1.131 -8.466
H: -1.031 0.474 -2.713
H: 3.011 0.117 4.093
H: 4.471 -1.611 2.005
H: -2.476 2.500 -3.477
H: -1.161 2.909 -4.570
H: 5.247 -5.547 3.271
H: -4.727 -1.919 -4.029
H: -0.345 2.062 -2.314
H: 3.982 0.077 1.752
H: -5.817 0.336 0.927
H: 5.203 -0.321 2.961
H: 4.564 -4.052 2.594
H: -2.084 1.688 -7.274
H: -5.896 -1.037 -6.054
H: 0.262 1.129 -3.698
H: -6.076 -2.800 -5.977
H: 6.894 -3.726 3.506
H: -5.703 1.129 2.595
H: 4.107 1.157 6.806
H: 4.482 -0.322 7.681

***

No. 8
Formula: C14H32BeN6O7
Source: the Open Molecules 2025 dataset
Level of theory: wB97M-V/def2-TZVPD

multiplicity: 1
HOMO (alpha / beta): -0.2038 / -0.2038 Eh
Kohn-Sham gap (alpha / beta): 4.499 / 4.498 eV

Positions of all 60 atoms, in Å:
O: 1.505 -1.791 1.035
O: 1.031 -1.861 -2.824
O: 3.074 -0.403 -2.184
O: 4.091 -3.755 -2.858
O: -0.931 0.464 0.565
O: -1.678 -1.810 1.546
O: 0.782 1.220 2.255
N: 2.275 0.162 -1.200
N: 1.373 0.793 1.075
N: -1.001 -1.891 0.511
N: -2.282 1.261 2.262
N: -2.035 2.320 0.141
N: 0.219 -1.703 -1.818
C: -1.438 -3.283 -2.908
C: -1.275 2.248 -1.064
C: 3.864 2.100 -1.231
C: -1.740 1.323 1.017
C: 2.762 1.292 -0.672
C: -3.306 2.171 2.722
C: 2.199 1.677 0.575
C: -2.977 3.412 0.249
C: -0.953 -2.412 -1.793
C: 2.398 2.950 1.289
C: -1.671 -2.336 -0.575
C: -3.080 -2.671 -0.255
C: -1.942 0.259 3.339
C: 3.688 -3.670 -1.481
Be: 0.971 -0.812 -0.507
H: -3.106 -3.218 0.702
H: -0.027 0.653 2.297
H: -3.972 2.978 0.351
H: -2.823 3.166 2.764
H: 1.680 -0.952 1.520
H: 3.912 -2.674 -1.067
H: -0.745 -4.117 -3.108
H: 4.774 1.891 -0.645
H: 5.053 -3.891 -2.877
H: -2.403 -3.730 -2.616
H: 3.629 3.169 -1.108
H: -2.466 0.669 4.221
H: 4.021 1.853 -2.283
H: -1.596 -2.718 -3.838
H: -3.575 1.798 3.728
H: -2.335 -0.757 3.166
H: -0.185 2.340 -0.921
H: 1.948 2.890 2.283
H: 0.613 -2.072 1.331
H: 3.455 3.202 1.361
H: -3.608 -1.725 -0.060
H: -2.932 3.972 -0.675
H: 2.439 -1.078 -2.563
H: -1.536 3.072 -1.718
H: 2.603 -3.818 -1.500
H: -0.885 0.235 3.666
H: -3.599 -3.226 -1.030
H: 1.925 3.782 0.758
H: -1.428 1.306 -1.600
H: -2.752 4.096 1.069
H: -4.157 2.093 2.022
H: 4.156 -4.444 -0.843

***

Number 1: electronic energy -140313.971 eV. Number 2: electronic energy -26542.773 eV. Number 3: electronic energy -19100.066 eV. Number 4: electronic energy -115814.823 eV. Number 5: electronic energy -36804.499 eV. Number 6: electronic energy -52069.323 eV. Number 7: electronic energy -84935.394 eV. Number 8: electronic energy -38704.481 eV.